This record from the OMol25 dataset describes one molecule with the formula C9H8N2OS at a distorted geometry. The level of theory is ωB97M-V/def2-TZVPD.

Geometry as XYZ:
```
21
Properties=species:S:1:pos:R:3:forces:R:3
C -2.7348 -0.9200 -2.2226 0.084 0.062 0.075
C -1.7974 -1.8420 -1.7783 -0.103 -0.204 -0.141
C -2.6085 0.4182 -1.8763 -0.201 -0.044 -0.166
C -0.7281 -1.4317 -1.0130 0.135 0.358 0.066
C -1.5480 0.8387 -1.1040 0.366 -0.058 0.126
C 2.5951 0.0539 1.1802 0.403 0.541 1.126
C -0.5681 -0.0724 -0.6803 -0.527 -0.802 -0.411
C 2.2683 0.8195 2.2859 1.014 -0.494 -0.379
C 0.5082 0.3968 0.1227 0.388 1.386 0.854
N 1.0199 1.1889 2.4932 -1.585 -0.597 -0.780
N 1.6699 -0.1866 0.2023 -0.173 -0.341 -0.579
O 3.2571 1.1105 3.1646 0.122 0.054 -0.061
S 0.4729 2.3710 3.4035 0.418 0.244 0.284
H -3.5651 -1.2463 -2.8298 -0.098 -0.032 -0.040
H -1.9043 -2.8865 -2.0348 -0.030 -0.061 -0.009
H -3.3494 1.1319 -2.2071 -0.034 0.040 -0.021
H -0.0105 -2.1580 -0.6560 0.035 -0.061 0.052
H -1.4471 1.8755 -0.8220 0.046 0.079 0.070
H 3.5923 -0.3282 1.0544 0.062 -0.014 -0.143
H 1.9813 -0.8433 -0.5205 -0.184 -0.075 0.159
H 2.8966 1.7102 3.8380 -0.139 0.018 -0.082
```
Positions in Å, forces in eV/Å.

ΔE to the lowest compared entry with this formula, charge and spin in kcal per mole: 114.2
Lowest unoccupied orbital energy (spin up / spin down) in eV: -1.301 / -1.228
DFT total energy in hartree: -930.540416
Charge: 0
Kohn-Sham gap (spin up / spin down) in eV: 5.963 / 6.203
Highest occupied orbital energy (spin up / spin down) in eV: -7.3 / -7.4


This record from the OMol25 dataset describes an isolated ion of composition C9H8N3O2 and charge +1 at a distorted geometry. The level of theory is ωB97M-V/def2-TZVPD.

Geometry as XYZ:
```
22
Properties=species:S:1:pos:R:3:forces:R:3
O 4.2426 2.4759 0.5140 0.390 0.428 0.145
C 3.8653 1.3769 0.3080 -1.166 1.999 0.038
N 2.4307 1.0185 0.3380 0.813 0.578 0.343
C 2.4466 -0.1988 0.1109 -4.583 -2.989 -0.692
C 0.9319 -1.1685 0.0514 5.695 -1.939 0.351
N -0.2667 -0.4566 -0.0315 0.375 1.765 0.603
C -0.4512 0.6142 0.8148 -0.958 1.131 -0.888
C -1.6252 1.3782 0.7058 0.677 -3.375 -1.868
C -2.5796 0.9595 -0.2935 -1.104 3.996 1.082
C -2.2557 0.0378 -1.1868 0.332 -4.189 -1.087
C -1.1113 -0.7770 -0.9435 -3.646 1.246 -2.398
C 3.8156 -0.8016 -0.1568 -0.555 -1.592 1.045
O 4.1248 -1.9540 -0.2458 -0.275 0.083 -0.590
N 4.5909 0.2837 -0.0098 0.352 -0.048 -0.324
H 0.8802 -1.7500 1.0024 0.580 0.292 -0.729
H 1.1592 -1.9092 -0.8236 -0.915 1.500 1.590
H 0.4854 0.8642 1.3050 -0.686 0.223 0.573
H -1.8260 2.2010 1.2954 -0.127 1.490 1.252
H -3.5378 1.5544 -0.5230 1.573 -0.870 0.979
H -2.9702 -0.3745 -1.9464 0.820 0.881 0.656
H -1.0507 -1.6254 -1.5880 0.956 -0.580 0.016
H 5.5464 0.3364 -0.2249 1.451 -0.031 -0.097
```
Positions in Å, forces in eV/Å.

ΔE to the lowest compared entry with this formula, charge and spin in kcal per mole: 0.0
Lowest unoccupied orbital energy in eV: -4.555
DFT total energy in hartree: -662.211519
Charge: +1
Kohn-Sham gap in eV: 9.217
Structure (SMILES): O=C1N=C(C[n+]2ccccc2)C(=O)N1
Highest occupied orbital energy in eV: -13.8


This record from the OMol25 dataset describes an isolated ion of composition C9H8N3O3 and charge -1 at a distorted geometry. The level of theory is ωB97M-V/def2-TZVPD.

Geometry as XYZ:
```
23
Properties=species:S:1:pos:R:3:forces:R:3
C 2.6384 -1.9909 0.6893 0.778 -1.367 0.051
O 1.8394 -1.5472 -0.4201 0.442 -1.578 -0.009
N 1.4975 -0.2085 -0.5745 1.392 1.182 0.624
C 2.7912 0.9795 -0.4032 -0.948 -1.784 -0.217
O 2.3121 2.0067 -0.0300 -0.493 1.407 0.382
O 3.8377 0.4925 -0.7255 0.855 -0.475 -0.293
N 0.4579 0.0880 0.2971 0.288 -0.265 -0.418
C 0.4557 0.6998 1.5065 -4.376 1.351 -0.757
N -0.7938 1.1381 1.7753 1.647 0.289 2.174
C -1.6221 0.7879 0.7847 0.734 -0.476 -1.896
C -2.9412 1.1988 0.4962 0.262 -0.913 -0.620
C -3.4910 0.7393 -0.6907 0.916 -1.008 0.522
C -2.6874 -0.0709 -1.4795 -0.788 -0.503 -3.718
C -1.3649 -0.3282 -1.3709 1.312 -1.077 -0.275
C -0.8188 0.0903 -0.1893 -0.628 0.878 1.377
H 2.4634 -3.1708 0.7622 0.156 2.513 -0.204
H 2.2736 -1.5443 1.6793 0.859 -0.381 -1.294
H 3.7829 -1.8738 0.4290 -2.238 0.243 0.931
H 1.1874 1.1968 2.0573 1.814 -0.304 0.468
H -3.4943 1.8321 1.1346 -0.362 0.539 0.850
H -4.4945 0.7747 -1.0555 -0.641 0.813 0.400
H -3.0020 -0.4146 -2.4972 -0.725 0.361 1.039
H -0.8274 -0.8752 -2.1752 -0.255 0.557 0.884
```
Positions in Å, forces in eV/Å.

ΔE to the lowest compared entry with this formula, charge and spin in kcal per mole: 0.0
Lowest unoccupied orbital energy in eV: 3.571
DFT total energy in hartree: -737.706823
Charge: -1
Kohn-Sham gap in eV: 8.438
Structure (SMILES): CON(C(=O)[O-])n1cnc2ccccc21
Highest occupied orbital energy in eV: -4.9